# F2HNOS

A cluster of 2 separate species, F2HNOS in total (wB97M-V/def2-TZVPD, the Open Molecules 2025 dataset).

XYZ file:
```
6
Properties=species:S:1:pos:R:3
N -1.20147 0.36549 0.47447
O 1.28067 1.07772 0.96620
F 0.54813 0.68839 -1.30833
F 0.82912 -1.18555 0.02814
S 0.28198 0.32644 0.23368
H -1.73842 -1.27249 -0.39415
```

Summary:
HOMO energy (spin up / spin down), eV: -11.78 / -11.49
LUMO energy (spin up / spin down), hartree: -0.0832 / -0.1152
Molecular weight, g/mol: 101.1
Gap between HOMO and LUMO (spin up / spin down), hartree: 0.3498 / 0.3070
Energy relative to the best compared isomer or geometry (same formula, charge and spin), eV: 4.0169
Spin multiplicity: 1